{
  "formula": "C36H57GeN8OTi",
  "method": "ωB97M-V/def2-TZVPD",
  "s2": 0.755,
  "homo_ev": [-12.25, -13.35],
  "spin_multiplicity": 2,
  "largest_force_ev_per_a": 1.220,
  "gap_ev": [6.863, 7.401],
  "e_above_lowest_kj_mol": 69.7,
  "charge": 2,
  "elements": ["Ti", "C", "C", "C", "C", "C", "C", "C", "C", "N", "C", "C", "C", "C", "N", "C", "C", "C", "C", "C", "C", "C", "C", "H", "H", "H", "H", "H", "H", "H", "H", "H", "H", "H", "H", "H", "H", "H", "H", "H", "H", "H", "H", "H", "H", "H", "H", "O", "C", "C", "C", "C", "C", "C", "C", "C", "N", "H", "H", "H", "H", "H", "H", "H", "H", "H", "H", "H", "C", "N", "C", "C", "N", "N", "C", "N", "N", "H", "H", "H", "H", "H", "H", "H", "H", "H", "H", "H", "C", "Ge", "C", "C", "C", "H", "H", "H", "H", "H", "H", "H", "H", "H", "H", "H"],
  "xyz": [[0.40768, 0.02958, 0.04825], [3.99474, 1.66550, -0.89118], [4.26538, 0.18841, -0.94738], [5.56432, -0.30109, -0.82322], [5.82056, -1.65992, -0.89234], [4.77442, -2.55440, -1.06780], [3.46417, -2.10575, -1.18778], [2.33703, -3.07103, -1.39127], [3.23122, -0.73081, -1.14069], [1.89908, -0.19845, -1.28333], [1.54782, 0.19022, -2.52382], [2.32761, -0.17638, -3.74645], [0.42168, 1.05268, -2.59917], [0.03265, 1.68101, -3.89857], [-0.17203, 1.32450, -1.43900], [-1.11574, 2.42374, -1.42872], [-0.63023, 3.72157, -1.18821], [0.83673, 4.05083, -1.08503], [-1.54305, 4.76871, -1.16599], [-2.89126, 4.55528, -1.40514], [-3.32733, 3.29103, -1.74449], [-2.44669, 2.21191, -1.79224], [-2.94814, 0.91757, -2.37324], [4.87492, 2.20318, -0.54521], [3.16017, 1.90318, -0.22575], [3.73649, 2.05928, -1.87696], [6.37911, 0.39685, -0.68303], [6.83476, -2.02400, -0.81011], [4.97524, -3.61655, -1.11998], [2.67095, -4.09471, -1.23074], [1.94067, -3.00871, -2.40770], [1.51265, -2.86462, -0.70371], [2.97338, -1.03201, -3.57067], [2.96307, 0.65487, -4.06522], [1.65704, -0.40063, -4.57542], [-0.53507, 0.97161, -4.50753], [0.91458, 1.96271, -4.47209], [-0.58632, 2.56237, -3.74991], [1.22911, 3.95467, -0.07528], [0.99633, 5.08492, -1.38508], [1.44430, 3.41987, -1.73471], [-1.18112, 5.77266, -0.98654], [-3.58433, 5.38411, -1.38406], [-4.36326, 3.13020, -2.01575], [-3.84380, 0.56451, -1.85325], [-2.19686, 0.13354, -2.35461], [-3.23370, 1.08067, -3.41435], [-1.00826, -1.42884, -1.15725], [-1.01089, -2.65898, -1.90573], [-2.41546, -3.05423, -2.31645], [-3.31694, -3.47909, -1.14763], [-4.06256, -2.35511, -0.47476], [-5.44342, -2.24491, -0.57429], [-6.09542, -1.21147, 0.07927], [-5.35030, -0.30923, 0.82499], [-3.98108, -0.48374, 0.87391], [-3.34362, -1.47591, 0.24169], [-1.86088, -1.39721, -0.64908], [-0.55672, -3.45215, -1.30178], [-0.38032, -2.49073, -2.77815], [-2.32113, -3.90145, -2.99769], [-2.87822, -2.24650, -2.88796], [-2.70917, -3.99701, -0.39647], [-4.04292, -4.20636, -1.50704], [-5.99865, -2.96637, -1.15651], [-7.17012, -1.11298, 0.00858], [-5.81414, 0.50935, 1.35543], [-3.36179, 0.20781, 1.43746], [3.06108, -2.62954, 4.31779], [3.07182, -1.82468, 3.10068], [4.33653, -1.28048, 2.61100], [1.96259, -1.61866, 2.37015], [1.93221, -0.92990, 1.26952], [0.80776, -2.21861, 2.84493], [-0.45922, -1.99401, 2.37051], [-1.42439, -2.74363, 2.93942], [-0.70326, -1.12481, 1.44529], [4.04933, -2.59140, 4.76392], [2.84040, -3.68046, 4.11114], [2.35692, -2.23168, 5.05074], [5.11873, -1.52672, 3.32155], [4.28811, -0.19217, 2.53173], [4.59892, -1.70436, 1.63897], [2.84802, -0.55584, 1.04692], [0.90622, -2.87383, 3.60231], [-1.24644, -3.37278, 3.70233], [-2.37952, -2.61644, 2.65227], [-1.70353, -1.13698, 1.22764], [-1.32780, 0.82542, 3.97327], [-0.95387, 2.18986, 2.61257], [-0.21125, 3.74176, 3.53314], [-2.62862, 2.71194, 1.76026], [0.52081, 1.57320, 1.43138], [-1.87221, 1.30767, 4.78497], [-0.40334, 0.42319, 4.39004], [-1.93788, -0.00307, 3.61428], [-0.95245, 4.15730, 4.21506], [0.06696, 4.51864, 2.82141], [0.67236, 3.47310, 4.11060], [-3.40729, 2.72706, 2.52444], [-2.94318, 2.06194, 0.94779], [-2.53478, 3.71647, 1.35420], [1.24077, 1.24549, 2.18990], [0.94250, 2.45940, 0.96182]],
  "atomic_forces_ev_per_a": [[0.1, -0.8, 0.9], [0.0, 0.1, 0.0], [0.1, -0.1, 0.0], [0.0, 0.0, 0.0], [0.0, 0.0, 0.0], [0.0, 0.0, 0.0], [0.1, 0.0, 0.0], [-0.1, 0.0, 0.0], [-0.1, 0.1, 0.0], [0.2, 0.0, -0.3], [0.0, 0.0, 0.0], [0.0, 0.0, 0.0], [0.2, 0.1, -0.1], [0.0, 0.0, -0.1], [0.0, 0.3, -0.2], [0.1, 0.0, 0.0], [-0.1, 0.0, 0.0], [0.0, 0.0, -0.1], [0.0, 0.0, 0.0], [0.0, 0.0, 0.0], [0.0, 0.0, 0.0], [-0.1, 0.1, 0.0], [0.0, -0.1, 0.1], [0.0, 0.0, 0.0], [0.0, 0.0, 0.0], [0.0, 0.0, 0.0], [0.0, 0.0, 0.0], [0.0, 0.0, 0.0], [0.0, 0.0, 0.0], [0.0, 0.0, 0.0], [0.0, 0.0, 0.0], [0.1, 0.0, 0.0], [0.0, 0.0, 0.0], [0.0, 0.0, 0.0], [0.0, 0.0, 0.0], [0.0, 0.0, 0.0], [0.0, 0.0, 0.0], [0.0, 0.0, 0.0], [0.0, 0.0, 0.1], [0.0, 0.0, 0.0], [0.0, 0.0, 0.0], [0.0, 0.0, 0.0], [0.0, 0.0, 0.0], [0.0, 0.0, 0.0], [0.1, 0.0, 0.0], [0.0, 0.0, 0.0], [0.0, 0.0, 0.0], [0.0, 0.4, 0.2], [0.1, 0.1, 0.0], [0.1, -0.1, -0.1], [0.0, 0.0, 0.1], [-0.1, -0.1, 0.1], [0.0, 0.0, 0.0], [0.0, 0.0, 0.0], [0.0, 0.0, 0.0], [-0.1, 0.1, 0.0], [-0.4, 0.0, -0.1], [0.2, -0.1, -0.1], [0.0, 0.0, 0.0], [0.0, 0.0, 0.0], [0.0, 0.0, 0.0], [0.0, 0.0, 0.0], [0.0, 0.0, 0.0], [0.0, 0.0, 0.0], [0.0, 0.0, 0.0], [0.0, 0.0, 0.0], [0.0, 0.0, 0.0], [-0.1, -0.1, 0.0], [0.0, 0.0, 0.0], [-0.1, 0.0, -0.1], [0.0, 0.0, 0.0], [0.1, -0.1, 0.1], [-0.2, 0.2, -0.2], [0.0, 0.0, 0.1], [0.0, 0.1, 0.0], [0.1, 0.0, 0.0], [-0.1, 0.1, 0.1], [0.0, 0.0, 0.0], [0.0, 0.0, 0.0], [0.0, 0.0, 0.0], [0.0, 0.0, 0.0], [0.0, 0.0, 0.0], [0.0, 0.0, 0.0], [0.0, -0.1, 0.0], [0.0, 0.0, 0.0], [0.0, 0.0, 0.0], [0.0, 0.0, 0.0], [0.2, -0.1, 0.0], [0.0, 0.0, 0.0], [0.1, 0.0, 0.0], [-0.1, 0.0, 0.0], [0.0, 0.0, 0.0], [-0.2, -0.2, -0.1], [0.0, 0.0, 0.1], [0.0, 0.0, 0.0], [0.0, 0.0, 0.0], [0.0, 0.0, 0.0], [0.0, 0.0, 0.0], [0.0, 0.0, 0.0], [0.0, 0.0, 0.0], [0.0, 0.1, 0.0], [0.0, 0.1, 0.0], [0.0, 0.0, -0.1], [0.0, 0.0, -0.1]]
}

=====

{
  "formula": "C3H11N3O2",
  "method": "ωB97M-V/def2-TZVPD",
  "homo_ev": -9.16,
  "smiles": "[H]/N=C\\ON.CCON",
  "largest_force_ev_per_a": 2.705,
  "gap_ev": 10.007,
  "e_above_lowest_kj_mol": 543.1,
  "elements": ["H", "N", "C", "O", "N", "H", "H", "H", "C", "C", "O", "N", "H", "H", "H", "H", "H", "H", "H"],
  "xyz": [[0.53390, 1.73280, -2.16950], [1.43433, 1.52531, -1.73916], [1.54353, 0.35643, -1.32838], [0.85561, -0.80369, -1.79715], [-0.31710, -0.48055, -2.55518], [2.44124, 0.00513, -0.83323], [-0.20830, -0.98739, -3.43329], [-1.11645, -0.84803, -2.04199], [-1.10688, 0.87103, 0.74010], [-0.94014, -0.62615, 0.90794], [-0.34791, -0.98199, 2.18929], [0.86659, -0.36301, 2.60938], [-1.99453, 1.20331, 1.27481], [-0.27147, 1.43892, 1.14095], [-1.18372, 1.13491, -0.31290], [-0.30296, -1.23175, 0.25182], [-1.90268, -1.11369, 0.73394], [0.61893, 0.29859, 3.34382], [1.39802, -1.13019, 3.01873]],
  "atomic_forces_ev_per_a": [[0.2, -0.4, -0.5], [-0.7, 0.7, 1.2], [0.4, -1.4, -2.3], [-0.3, 0.9, 0.8], [0.4, 0.4, 0.0], [-0.2, -0.1, 0.4], [0.0, 0.0, 0.3], [0.3, -0.2, 0.0], [0.3, -0.1, -0.2], [1.9, -0.4, 0.1], [-1.8, -0.7, 1.3], [-0.1, 0.3, -1.2], [-0.1, 0.0, -0.1], [0.3, -0.2, 0.0], [-0.2, 0.1, -0.1], [0.2, 1.2, -0.8], [-0.1, -0.1, 1.2], [-0.1, -0.3, 0.0], [-0.3, 0.2, -0.1]]
}

=====

{
  "formula": "C4H6S2",
  "method": "ωB97M-V/def2-TZVPD",
  "homo_ev": -8.95,
  "smiles": "C#C[C@@H](S)CS",
  "largest_force_ev_per_a": 2.032,
  "gap_ev": 9.599,
  "e_above_lowest_kj_mol": 182.5,
  "elements": ["C", "C", "C", "S", "C", "S", "H", "H", "H", "H", "H", "H"],
  "xyz": [[-1.07260, 2.12493, -0.59567], [-0.73429, 1.02441, -0.23689], [-0.52430, -0.30450, 0.33087], [-1.15017, -1.61901, -0.73027], [0.94834, -0.54716, 0.65132], [1.90731, -0.18667, -0.85572], [-1.26973, 3.06880, -1.09674], [-1.11183, -0.23853, 1.30552], [-2.41957, -1.10195, -0.77687], [1.31131, 0.12764, 1.42230], [1.08383, -1.56315, 1.01090], [3.03171, -0.78480, -0.42877]],
  "atomic_forces_ev_per_a": [[0.3, 0.1, -0.6], [-0.6, 0.8, -0.2], [-0.5, 1.0, 1.7], [-1.0, 0.1, -0.2], [0.1, 0.2, -0.1], [0.4, -0.4, 0.0], [0.1, -0.7, 0.6], [0.7, -0.6, -1.0], [0.7, -0.4, 0.0], [-0.3, 0.1, 0.1], [0.1, -0.2, -0.2], [-0.1, 0.1, -0.1]]
}

=====

What did the third record say?
{
  "formula": "C4H6S2",
  "method": "ωB97M-V/def2-TZVPD",
  "homo_ev": -8.95,
  "smiles": "C#C[C@@H](S)CS",
  "largest_force_ev_per_a": 2.032,
  "gap_ev": 9.599,
  "e_above_lowest_kj_mol": 182.5,
  "elements": ["C", "C", "C", "S", "C", "S", "H", "H", "H", "H", "H", "H"],
  "xyz": [[-1.07260, 2.12493, -0.59567], [-0.73429, 1.02441, -0.23689], [-0.52430, -0.30450, 0.33087], [-1.15017, -1.61901, -0.73027], [0.94834, -0.54716, 0.65132], [1.90731, -0.18667, -0.85572], [-1.26973, 3.06880, -1.09674], [-1.11183, -0.23853, 1.30552], [-2.41957, -1.10195, -0.77687], [1.31131, 0.12764, 1.42230], [1.08383, -1.56315, 1.01090], [3.03171, -0.78480, -0.42877]],
  "atomic_forces_ev_per_a": [[0.3, 0.1, -0.6], [-0.6, 0.8, -0.2], [-0.5, 1.0, 1.7], [-1.0, 0.1, -0.2], [0.1, 0.2, -0.1], [0.4, -0.4, 0.0], [0.1, -0.7, 0.6], [0.7, -0.6, -1.0], [0.7, -0.4, 0.0], [-0.3, 0.1, 0.1], [0.1, -0.2, -0.2], [-0.1, 0.1, -0.1]]
}